Record 1
14
Properties=species:S:1:pos:R:3 method="wB97M-V/def2-TZVPD" homo_ev=-8.7 relative_energy_kj_mol=663.0
C -1.13623 0.77877 -1.07834
C -0.09830 -1.79195 2.19948
Si 0.31655 1.89777 -1.81042
Si 1.43282 -1.49119 0.92743
Cl -0.96993 -0.64304 -2.29641
Cl -0.36891 -0.01284 2.59239
H -0.75736 0.38560 -0.23630
H -2.19400 1.04695 -0.97206
H 0.10194 -2.32476 3.20593
H -1.04131 -2.02859 1.65764
H 1.08098 0.93630 -2.51420
H 0.95072 2.37335 -0.51647
H -0.01654 3.06070 -2.68064
H 2.69958 -2.18707 1.52197


Record 2
16
Properties=species:S:1:pos:R:3 method="wB97M-V/def2-TZVPD" smiles="C[C@H]1CN(C)C1=O" homo_ev=-9.3 relative_energy_kj_mol=101.8
C 2.20238 -0.41661 0.18957
C 1.04580 0.49287 -0.14507
C -0.05376 -0.06141 -1.09901
N -0.99060 0.14173 -0.00633
C -2.38957 -0.07416 0.19973
C -0.06388 0.52304 0.91020
O -0.16298 0.72484 2.10003
H 1.82842 -1.41464 0.44792
H 2.74694 -0.02566 1.05393
H 2.88036 -0.50198 -0.66289
H 1.36247 1.50835 -0.41003
H -0.27453 0.52056 -2.00216
H 0.04354 -1.12710 -1.34528
H -2.73768 0.90301 0.56280
H -2.90360 -0.32450 -0.72929
H -2.53330 -0.86835 0.93588


Record 3
14
Properties=species:S:1:pos:R:3 method="wB97M-V/def2-TZVPD" homo_ev=-8.8 relative_energy_kj_mol=718.8
C -0.25421 0.49733 1.09794
C 0.57240 0.10866 -0.02268
C 1.86939 0.13078 -0.10072
C -0.20003 -0.75848 -1.03411
C -1.53853 -0.64705 -1.63526
H -0.30020 2.23800 2.12526
H -1.55394 0.75008 1.00921
H -0.44565 -0.73323 1.60949
H 2.40582 0.69934 0.76955
H 2.44610 -0.31490 -0.87772
H 0.69773 -1.79193 -1.04684
H -2.60771 -0.09332 -1.31705
H -1.58959 -1.37140 -2.48340
O 0.49843 1.28614 1.90633


Record 4
108
Properties=species:S:1:pos:R:3 method="wB97M-V/def2-TZVPD" homo_ev="-12.0 / -12.2" multiplicity=4 relative_energy_kj_mol=21.2 total_charge=+2
Re -12.57952 22.85115 1.09915
N -9.67757 25.92419 1.51267
C -10.24897 27.16034 1.87666
C -9.43537 28.24961 2.22381
C -9.99777 29.42254 2.74641
C -11.36316 29.63792 2.68011
C -12.18352 28.59729 2.26400
C -11.64479 27.39188 1.84999
S -12.73258 26.08530 1.47741
N -11.74767 24.70282 1.26056
C -10.40018 24.77803 1.36506
C -9.71043 23.53415 1.05659
C -8.34122 23.28568 1.22865
C -7.87735 22.04980 0.89662
C -8.75610 21.07546 0.51099
C -10.11378 21.37168 0.36452
N -10.62485 22.55441 0.75136
H -8.66117 25.87479 1.43056
H -8.31079 28.17258 2.13318
H -9.35752 30.27829 3.01382
H -11.77734 30.58155 2.95962
H -13.23679 28.64615 2.24040
H -7.63859 24.02197 1.64014
H -6.77479 21.93175 0.92618
H -8.43647 20.07531 0.27864
H -10.90230 20.67449 -0.07393
Te -13.93079 23.44453 3.12353
C -13.76032 19.34189 0.43457
C -13.92863 17.84667 0.82295
As -13.74649 16.59424 -0.74615
C -11.73974 16.36152 -0.67231
C -10.83110 17.44028 -0.75323
C -9.45915 17.21451 -0.69107
C -8.90566 15.91633 -0.76101
C -9.80368 14.83805 -0.67232
C -11.18855 15.05713 -0.64990
C -14.22599 14.97155 0.25397
C -13.48580 14.52613 1.35468
C -13.75199 13.23612 1.85255
C -14.77299 12.41980 1.32455
C -15.60411 12.94959 0.36826
C -15.32931 14.18148 -0.19303
P -13.63635 20.74666 1.72744
C -15.47391 20.72259 2.24036
C -16.40527 21.71527 1.87722
C -17.73882 21.42821 2.10019
C -18.18312 20.20864 2.51558
C -17.27336 19.27914 2.91297
C -15.88156 19.51068 2.85569
C -12.75094 20.01444 3.07823
C -11.70713 19.13385 2.78177
C -10.89935 18.67692 3.79232
C -11.14923 19.05031 5.09589
C -12.21156 19.92787 5.40020
C -13.02416 20.37877 4.37949
H -14.56090 19.61810 -0.29191
H -12.85716 19.41789 -0.14191
H -14.91093 17.57347 1.15139
H -13.24555 17.58703 1.62306
H -11.22001 18.45147 -0.87790
H -8.81712 18.06115 -0.59954
H -7.81904 15.79747 -0.85608
H -9.33228 13.80945 -0.64882
H -11.84531 14.20809 -0.52165
H -12.64080 15.10528 1.74215
H -13.14358 12.78873 2.68229
H -14.87151 11.35900 1.73239
H -16.44186 12.35107 0.01433
H -15.98140 14.68676 -0.84642
H -16.13033 22.70772 1.54826
H -18.49867 22.18405 1.90969
H -19.27582 19.96671 2.41863
H -17.67485 18.35129 3.32141
H -15.11750 18.78838 3.17491
H -11.51811 18.76790 1.76912
H -10.10720 17.96302 3.53023
H -10.58241 18.62775 5.89445
H -12.32697 20.27706 6.42683
H -13.75794 21.11289 4.63399
C -9.92763 22.06944 -5.37926
C -11.46283 22.08125 -5.17453
C -11.96788 22.08451 -3.71946
N -11.82299 23.43340 -3.18863
C -12.36747 23.90745 -2.08902
S -13.37013 22.98166 -1.02679
N -12.24580 25.25842 -1.86632
C -11.21738 26.20620 -2.22074
O -10.58629 26.73972 -1.32805
C -10.89070 26.42467 -3.66131
C -11.70764 26.17506 -4.76990
C -11.29522 26.44481 -6.05245
C -10.01233 26.94156 -6.36975
C -9.20472 27.25803 -5.24636
C -9.63421 26.98515 -3.92147
H -9.66816 22.50466 -6.35072
H -9.52212 21.00979 -5.37654
H -9.44012 22.68138 -4.56704
H -11.98461 21.22124 -5.62313
H -11.92779 22.98041 -5.65372
H -11.53011 21.34459 -3.05984
H -13.06633 21.87698 -3.76890
H -11.50759 24.15474 -3.88506
H -12.54466 25.50692 -0.90893
H -12.76730 25.86902 -4.65803
H -11.94996 26.16323 -6.89734
H -9.72453 27.17613 -7.40172
H -8.18454 27.60038 -5.31759
H -9.03784 27.31193 -3.12599


Record 5
21
Properties=species:S:1:pos:R:3 method="wB97M-V/def2-TZVPD" homo_ev="0.2 / -3.1" multiplicity=2 relative_energy_kj_mol=257.2 total_charge=-1
C -2.35540 -2.76232 -3.99378
C -1.08175 -2.73114 -3.23749
C -0.68901 -3.62761 -2.29802
C 0.14872 -0.78360 -2.56558
N -0.31841 -1.58308 -3.49019
H -2.17613 -2.23766 -4.94627
H -3.17949 -2.22240 -3.50871
H -2.88485 -3.72220 -4.11972
H 0.03095 -3.34706 -1.54134
H -1.02098 -4.64947 -2.23632
H 0.34476 0.26741 -2.81453
H 0.19730 -0.91654 -1.48471
H -2.62126 6.40410 2.10381
H -1.14882 6.54852 1.48078
O -1.79745 6.89722 2.10740
H 0.06706 0.69159 6.42282
H -1.37373 1.14990 6.10887
O -0.83976 0.69750 6.77273
H 6.65652 0.63947 3.40112
H 5.36588 0.85612 2.55944
O 6.05199 1.30164 3.03978


Record 6
90
Properties=species:S:1:pos:R:3 method="wB97M-V/def2-TZVPD" homo_ev=-6.7 total_charge=-1
Br 0.09414 -0.48875 0.10577
C -5.89565 1.22576 1.56995
O -7.05928 1.14162 1.95931
N -5.23577 2.35033 1.47415
N -5.20136 0.23273 1.10800
H -5.71160 3.15797 1.85018
H -4.26485 2.40213 1.20077
H -4.29649 0.45378 0.71758
H -5.51534 -0.72410 1.03057
C -4.15146 -2.48605 -2.34014
C -2.84907 -3.03150 -1.70184
O -1.61478 -2.38575 -2.04196
O -4.53138 -1.18296 -1.97304
H -5.04077 -3.06756 -2.09702
H -3.97010 -2.60968 -3.40781
H -2.73075 -4.11087 -1.79706
H -3.09975 -2.86814 -0.65371
H -1.57004 -1.52968 -1.60983
H -4.17573 -0.57171 -2.62227
C 2.98024 4.39428 -2.05269
C 1.57992 4.20725 -1.51293
O 0.61998 5.29120 -1.64838
O 3.02582 4.75692 -3.38991
H 3.55207 3.51406 -1.75892
H 3.42175 5.22149 -1.49689
H 1.62346 3.92225 -0.46176
H 1.12729 3.39710 -2.08464
H 0.83884 5.94400 -0.97938
H 3.59408 4.15585 -3.87713
C -1.96749 2.77267 0.12494
C -0.98166 3.22510 1.22793
O -1.64274 3.62435 2.45925
O -2.72974 1.62931 0.31182
H -1.46039 2.77968 -0.83989
H -2.67401 3.60268 0.12508
H -0.25947 3.95624 0.86465
H -0.47015 2.28414 1.43059
H -2.18872 2.94666 2.86453
H -2.14809 0.88320 0.14867
C 5.59164 -0.46271 -0.48343
C 4.10021 -0.88609 -0.52581
O 3.42840 -0.71745 0.71253
O 6.25456 -0.78102 -1.72724
H 6.09763 -1.00471 0.31552
H 5.74364 0.58237 -0.21364
H 4.12019 -1.93471 -0.82262
H 3.67303 -0.25625 -1.30615
H 2.49931 -0.74830 0.47288
H 6.98424 -1.39746 -1.63143
C 2.77861 -2.76118 -3.51360
C 2.36256 -3.91345 -2.57229
O 2.98067 -5.10120 -2.82145
O 2.28393 -3.01875 -4.86591
H 3.85589 -2.67256 -3.37314
H 2.36005 -1.82973 -3.13241
H 1.27532 -3.97947 -2.61295
H 2.55335 -3.67845 -1.52516
H 2.77531 -5.76326 -2.15729
H 1.33792 -2.89485 -4.75961
C -2.26243 1.00865 4.39276
C -2.72735 -0.40923 4.75654
O -3.10662 -1.07975 3.59833
O -3.16310 1.74085 3.54457
H -1.35101 0.90823 3.80340
H -2.08258 1.56055 5.31535
H -3.54955 -0.30079 5.46389
H -1.99811 -0.99711 5.31395
H -4.03612 -0.91429 3.42442
H -3.54337 1.12919 2.90985
O 0.62452 0.81727 -3.69632
H 0.19039 0.66653 -2.85665
H 0.07506 1.46498 -4.13771
O -0.47704 -3.01886 -4.44932
H -1.13650 -2.43825 -4.82909
H -0.62900 -2.96978 -3.50553
O 1.66623 -4.23284 2.56796
H 1.75567 -5.13322 2.25562
H 2.40753 -3.76902 2.17864
O 1.13599 1.22431 2.86281
H 0.94031 0.59221 2.17116
H 1.88053 1.72391 2.52771
O 2.29015 -1.30286 3.55903
H 2.48495 -1.08330 2.64794
H 2.61489 -0.55518 4.06077
O 3.80883 2.25503 1.35248
H 3.75347 1.39641 0.93303
H 4.61322 2.21789 1.87000
O -0.49539 -2.09839 2.97730
H -1.39074 -1.85130 3.20865
H -0.37026 -1.74867 2.09511


Number 1: calculated total energy -43000.234 eV. Number 2: calculated total energy -8868.157 eV. Number 3: calculated total energy -7354.805 eV. Number 4: calculated total energy -162279.911 eV. Number 5: calculated total energy -11988.626 eV. Number 6: calculated total energy -128330.789 eV.